The following is a quantum chemistry calculation of a 7-piece molecular cluster, H14O7 overall in a non-equilibrium geometry, from the OMol25 dataset.

```
! RIJCOSX wB97M-V def2-TZVPD def2/J DEFGRID3
* xyz 0 1
H 5.34 -3.53 0.32
H 7.94 -3.19 0.01
H 5.52 -4.41 -2.94
O 8.83 -2.97 0.30
H 7.43 -6.60 -3.64
H 7.47 -6.12 0.17
O 6.99 -5.33 0.43
H 3.85 -3.56 0.11
H 9.17 -3.54 -3.27
H 6.41 -3.52 -1.40
O 4.61 -4.13 0.19
O 8.82 -4.34 -2.89
H 8.05 -5.47 -2.84
O 5.42 -4.08 -2.05
H 4.92 -4.76 -1.60
H 8.73 -2.13 0.75
H 9.24 -5.05 -3.38
O 7.30 -3.68 -1.09
H 7.78 -3.97 -1.87
H 6.77 -4.90 -0.40
O 7.65 -6.33 -2.74
*
```

## Properties
E ... -14555.805 eV
E_HOMO ... -9.03 eV
F_max ... 0.10213 hartree/bohr
M ... 126.10 g/mol
Structure (SMILES) ... O.O.O.O.O.O.O
HOMO-LUMO gap ... 0.326 Ha


The following is a quantum chemistry calculation of a 7-piece molecular cluster, H14O7 overall, from the OMol25 dataset.

```
! RIJCOSX wB97M-V def2-TZVPD def2/J DEFGRID3
* xyz 0 1
O -0.77 0.09 3.91
H -0.93 4.58 -1.38
H 1.14 -3.99 5.38
H -1.66 0.43 3.99
H -0.21 0.81 4.21
O 0.00 4.41 -1.23
H -0.28 -1.29 -3.31
H -0.59 -0.54 0.53
H 3.05 3.42 -1.62
H -2.83 -3.95 -1.98
O 1.54 -3.41 4.74
H 0.43 5.25 -1.44
H -2.87 -2.77 -1.04
O -0.81 -0.43 -0.39
O -3.28 -3.62 -1.21
H -0.36 -2.37 -4.37
H 0.85 -2.78 4.52
O -0.01 -1.49 -4.20
O 3.99 3.47 -1.79
H 4.05 3.77 -2.70
H -0.46 0.42 -0.63
*
```

## Properties
E ... -14559.357 eV
E_HOMO ... -11.42 eV
F_max ... 0.00734 hartree/bohr
M ... 126.10 g/mol
Structure (SMILES) ... O.O.O.O.O.O.O
HOMO-LUMO gap ... 0.427 Ha


The following is a quantum chemistry calculation of H14O7 as an isolated structure in a non-equilibrium geometry, from the OMol25 dataset.

```
! RIJCOSX wB97M-V def2-TZVPD def2/J DEFGRID3
* xyz 0 1
H -0.39 -0.98 -2.41
H -2.02 -2.04 0.53
H 1.08 -1.13 0.14
O 2.97 -0.70 0.31
O -1.75 0.31 -0.36
H -0.66 1.93 1.34
H 1.47 1.30 0.87
H -1.04 -0.11 -1.36
H 0.31 0.15 -0.10
H 2.93 -0.25 -0.53
O -1.34 -2.16 -0.14
H -1.46 0.58 0.51
H -2.40 0.97 -0.61
H -0.74 -1.42 -0.01
O 0.20 -0.79 -0.01
O -1.11 -0.37 -2.28
O 1.63 1.24 -0.07
O -0.93 1.14 1.80
H 2.34 -0.24 0.86
H -0.12 0.67 1.98
H 1.03 1.89 -0.45
*
```

## Properties
E ... -14554.830 eV
E_HOMO ... -8.76 eV
F_max ... 0.14385 hartree/bohr
M ... 126.10 g/mol
HOMO-LUMO gap ... 0.285 Ha


The following is a quantum chemistry calculation of a 7-piece molecular cluster, H14O7 overall, from the OMol25 dataset.

```
! RIJCOSX wB97M-V def2-TZVPD def2/J DEFGRID3
* xyz 0 1
O 3.57 -3.21 2.02
H 0.78 3.28 -5.73
O -0.76 0.32 0.59
H -1.10 -0.89 -4.56
O 2.42 3.55 -0.53
H -3.75 2.57 2.08
H 1.90 3.38 -1.31
O -4.29 3.25 2.49
H -4.70 2.82 3.24
H -0.52 3.00 -5.02
H -0.68 0.21 -0.36
H 4.11 -3.95 2.27
H -0.44 -1.77 -3.52
H 2.89 -3.58 1.46
O -0.28 -4.47 5.27
H -0.14 -0.31 0.95
H 1.91 3.15 0.18
H -0.09 -5.31 5.69
O -0.16 3.46 -5.78
H -0.11 -4.63 4.34
O -0.56 -0.85 -3.77
*
```

## Properties
E ... -14559.144 eV
E_HOMO ... -11.40 eV
F_max ... 0.00621 hartree/bohr
M ... 126.10 g/mol
Structure (SMILES) ... O.O.O.O.O.O.O
HOMO-LUMO gap ... 0.420 Ha


The following is a quantum chemistry calculation of a 7-piece molecular cluster, H14O7 overall in a non-equilibrium geometry, from the OMol25 dataset.

```
! RIJCOSX wB97M-V def2-TZVPD def2/J DEFGRID3
* xyz 0 1
H -2.05 0.71 0.42
H -0.51 -1.24 0.91
H 1.39 1.66 -0.47
H -1.84 2.44 0.45
H -0.14 1.62 -0.58
H 3.45 -0.24 0.95
H -0.01 0.57 1.56
O 0.64 1.66 -1.14
O 0.47 -0.27 1.76
H 1.30 -0.15 1.31
H 2.48 -0.56 -0.22
O -3.20 -0.23 -0.57
H -2.30 -0.73 -0.40
O -1.00 -1.91 0.24
H -0.28 -2.17 -0.46
H -3.86 -0.62 -0.02
H 1.00 -0.05 -1.43
O 1.30 -0.96 -1.30
H 1.86 -1.13 -2.16
O 2.69 0.08 0.48
O -1.40 1.52 0.68
*
```

## Properties
E ... -14560.003 eV
E_HOMO ... -10.76 eV
F_max ... 0.08110 hartree/bohr
M ... 126.10 g/mol
Structure (SMILES) ... O.O.O.O.O.O.O
HOMO-LUMO gap ... 0.408 Ha


The following is a quantum chemistry calculation of a 7-piece molecular cluster, H14O7 overall in a non-equilibrium geometry, from the OMol25 dataset.

```
! RIJCOSX wB97M-V def2-TZVPD def2/J DEFGRID3
* xyz 0 1
H 0.80 3.55 -0.45
H 1.24 1.77 -0.68
O 0.44 0.21 0.27
H -2.53 1.03 0.54
H 2.35 0.36 1.96
O 1.07 2.62 -1.04
H 0.04 -2.19 -1.67
O -1.94 1.53 -0.07
H 3.21 -0.42 2.75
H -0.11 0.82 0.41
H 0.21 -1.36 1.46
O 0.21 -1.29 -2.10
H 1.17 -1.39 -2.08
O 3.17 0.46 2.50
O -2.72 -1.56 -2.19
H 0.23 -0.16 -0.55
O 0.31 -1.50 2.40
H -1.89 -1.14 -2.05
H 0.44 -2.50 2.43
H -2.32 2.41 -0.24
H -3.41 -1.24 -1.59
*
```

## Properties
E ... -14557.899 eV
E_HOMO ... -10.92 eV
F_max ... 0.21835 hartree/bohr
M ... 126.10 g/mol
Structure (SMILES) ... O.O.O.O.O.O.O
HOMO-LUMO gap ... 0.400 Ha


The following is a quantum chemistry calculation of a 7-piece molecular cluster, H14O7 overall in a non-equilibrium geometry, from the OMol25 dataset.

```
! RIJCOSX wB97M-V def2-TZVPD def2/J DEFGRID3
* xyz 0 1
H 1.35 -1.23 -2.15
H 0.38 -1.62 -3.21
O -1.66 -0.53 1.53
H 0.44 0.04 -0.85
H 3.36 -0.65 3.24
H -1.27 -1.12 0.87
O 0.52 0.97 2.33
H -2.71 2.85 -0.50
H 3.54 -1.09 1.78
H -2.21 1.28 -0.88
H 1.30 0.39 2.20
H -1.86 -0.37 -1.68
O 1.28 -0.35 -0.56
H -2.45 -0.11 1.28
O 1.34 -1.45 -3.08
H -1.34 0.83 -2.66
H 1.51 0.03 0.32
H -0.25 0.61 1.96
O 2.87 -0.74 2.39
O -2.91 1.91 -0.54
O -1.23 0.35 -1.80
*
```

## Properties
E ... -14559.467 eV
E_HOMO ... -10.60 eV
F_max ... 0.05976 hartree/bohr
M ... 126.10 g/mol
Structure (SMILES) ... O.O.O.O.O.O.O
HOMO-LUMO gap ... 0.384 Ha


The following is a quantum chemistry calculation of a 7-piece molecular cluster, H14O7 overall in a non-equilibrium geometry, from the OMol25 dataset.

```
! RIJCOSX wB97M-V def2-TZVPD def2/J DEFGRID3
* xyz 1 2
H -0.16 2.80 -0.14
O 0.92 -0.26 1.33
O 1.67 -1.75 -1.24
O 0.98 0.54 -2.32
O -0.78 -2.01 -0.23
O 0.32 2.59 -0.91
H 2.00 -1.65 -2.13
H -1.05 1.72 0.18
H 1.28 -0.27 -1.92
H 1.63 -0.83 0.92
H -1.84 -0.29 3.28
H -1.89 0.67 1.07
H -1.22 -1.40 -0.91
H -1.12 -1.94 0.63
O -1.63 -0.58 2.43
H 1.37 0.39 1.96
H -0.66 -0.46 2.38
H 0.82 1.89 -1.41
H 0.76 -1.93 -0.91
H 0.45 1.21 -2.73
O -1.86 1.57 0.67
*
```

## Properties
E ... -14546.594 eV
E_HOMO (spin up / spin down) ... -15.57 / -15.55 eV
F_max ... 0.08164 hartree/bohr
M ... 126.10 g/mol
<S²> ... 0.76
HOMO-LUMO gap (spin up / spin down) ... 0.439 / 0.164 Ha


The following is a quantum chemistry calculation of H14O7Xe as an isolated structure, from the OMol25 dataset.

```
! RIJCOSX wB97M-V def2-TZVPD def2/J DEFGRID3
* xyz 0 1
H 0.96 4.42 -2.46
H 1.52 -3.38 0.41
O -1.00 -1.84 3.08
O -4.19 -1.41 -0.68
H 0.14 3.15 -2.54
H 2.05 2.84 -1.47
Xe -0.22 -0.13 -0.78
O 0.46 3.81 -1.93
H 3.47 2.56 -1.89
H -3.47 -1.18 -0.09
H -2.91 0.63 2.87
H -1.50 -2.63 2.86
H 3.27 0.58 -0.72
O 2.81 2.30 -1.26
H -2.76 0.75 1.37
H 1.35 -4.73 -0.24
H -1.55 -1.12 2.77
O -2.77 0.11 2.09
H -4.48 -0.57 -1.04
O 1.37 -3.80 -0.43
H 3.66 -0.21 0.51
O 3.81 -0.16 -0.43
*
```

## Properties
E ... -23521.896 eV
E_HOMO ... -10.59 eV
F_max ... 0.01446 hartree/bohr
M ... 257.39 g/mol
HOMO-LUMO gap ... 0.389 Ha


The following is a quantum chemistry calculation of a 5-piece molecular cluster, H15N5 overall in a non-equilibrium geometry, from the OMol25 dataset.

```
! RIJCOSX wB97M-V def2-TZVPD def2/J DEFGRID3
* xyz -1 2
H 0.57 2.42 0.69
N -2.49 -0.71 -2.92
N -2.16 -2.85 0.31
H -1.28 -2.44 0.03
H -2.51 -3.38 -0.49
N 2.90 3.77 1.13
N 1.24 -1.82 1.02
H -2.47 -0.93 -1.92
H 1.20 -1.77 0.01
H -2.80 -2.08 0.53
H -0.30 0.99 0.49
H 1.17 -0.93 1.48
H 1.19 1.44 -0.35
H -1.87 0.11 -3.01
H 3.14 2.87 0.74
H 2.34 3.55 1.93
H 0.66 -2.44 1.55
H -3.45 -0.37 -2.98
H 3.72 4.29 1.44
N 0.62 1.42 0.48
*
```

## Properties
E ... -7693.118 eV
E_HOMO (spin up / spin down) ... 0.87 / -6.03 eV
F_max ... 0.03685 hartree/bohr
M ... 85.15 g/mol
<S²> ... 0.75
HOMO-LUMO gap (spin up / spin down) ... 0.104 / 0.351 Ha